[1]
83
Properties=species:S:1:pos:R:3:forces:R:3 method="wB97M-V/def2-TZVPD" lumo_energy_ha="-0.101 / -0.105" homo_energy_ev="-10.94 / -11.18" spin_multiplicity=5 charge=+1 s_squared=6.014
Cr 1.2722 2.0052 0.6558 -2.06 -1.25 -0.20
C 0.2131 -0.6781 -0.6046 0.27 0.52 -0.48
O 0.3336 0.2145 0.4546 0.82 0.95 0.02
H 0.0994 -1.7131 -0.2661 -0.03 -0.01 0.05
H -0.6390 -0.4396 -1.2653 -0.10 -0.18 0.14
H 1.0803 -0.6260 -1.2842 0.06 -0.28 0.10
N -0.6891 2.9717 -0.0950 0.75 0.06 -0.31
C -0.9750 4.2166 0.2870 0.77 1.40 -0.64
C -2.0973 4.9248 -0.1032 -0.23 -0.83 -0.02
C -3.0359 4.2207 -0.8395 -0.32 0.39 -1.05
C -2.7345 2.9630 -1.3364 0.10 0.42 0.48
C -1.5335 2.3967 -0.9553 -0.70 -1.28 0.96
H -0.1725 4.7882 0.7450 -0.09 -0.32 0.50
H -2.2439 5.9702 0.1192 0.08 -0.04 0.31
H -3.9521 4.6973 -1.1703 -0.03 0.02 0.22
H -3.4319 2.4228 -1.9592 0.05 -0.06 -0.02
H -1.3945 1.3360 -1.1292 0.51 0.21 -0.39
N -1.9125 -5.2466 1.0240 0.02 -0.18 0.38
C -1.2144 -4.4815 0.1973 -0.79 -0.23 -0.50
C -0.6498 -4.9765 -0.9780 -0.33 0.54 0.33
C -0.7132 -6.3360 -1.2228 0.08 0.51 -0.40
C -1.4017 -7.1457 -0.3336 0.58 -0.39 0.25
C -2.0024 -6.5572 0.7633 0.98 0.56 0.60
H -1.2040 -3.4310 0.4674 0.23 0.05 -0.15
H -0.2325 -4.2845 -1.6995 0.31 -0.12 0.07
H -0.1879 -6.6690 -2.1096 -0.21 -0.52 0.09
H -1.3179 -8.2246 -0.3615 -0.31 0.00 -0.34
H -2.3494 -7.1418 1.6073 -0.58 -0.19 -0.35
N 0.8143 2.5371 -3.8149 -0.78 -0.16 1.07
C -0.0097 1.4926 -4.0070 0.99 0.03 -0.20
C -1.3030 1.6135 -4.4566 -0.98 0.22 -0.10
C -1.8467 2.8876 -4.6182 0.54 -0.30 0.37
C -1.0107 3.9721 -4.4231 -0.74 -0.05 0.36
C 0.2669 3.7409 -3.9300 0.51 0.51 -1.13
H 0.4507 0.5413 -3.7638 -0.20 -0.19 -0.35
H -1.9429 0.7762 -4.7060 0.24 -0.28 0.38
H -2.9136 3.0129 -4.7485 0.07 0.04 -0.62
H -1.4133 4.9567 -4.6223 0.29 0.18 0.33
H 0.9207 4.5851 -3.7326 0.03 -0.02 0.00
N 4.2164 -3.8040 1.3727 0.23 -0.23 0.42
C 3.0339 -3.8089 0.7804 -0.41 0.22 -0.26
C 2.7624 -3.0921 -0.3801 -0.23 0.60 0.01
C 3.7583 -2.2984 -0.9072 1.10 0.10 -0.15
C 5.0055 -2.2839 -0.2881 -0.10 -0.51 -0.28
C 5.1900 -3.0728 0.8352 0.19 -0.37 -0.67
H 2.2560 -4.4309 1.2105 0.07 -0.01 0.13
H 1.7830 -3.0671 -0.8318 -0.07 -0.39 0.01
H 3.7183 -1.7652 -1.8500 -0.64 0.02 0.05
H 5.8461 -1.8271 -0.7935 0.02 0.24 0.25
H 6.1992 -3.2684 1.1831 -0.09 0.32 0.46
N 3.0767 1.3868 1.5799 0.33 -0.30 0.45
C 3.2656 0.0920 1.9017 -0.44 -0.39 -0.35
C 4.2469 -0.3386 2.7719 0.77 0.07 0.26
C 5.1187 0.5857 3.3211 -0.46 0.73 0.78
C 4.8786 1.9403 3.1005 0.24 -0.97 -0.74
C 3.8901 2.2555 2.1919 0.35 1.21 0.36
H 2.5906 -0.6156 1.4333 -0.07 0.10 0.03
H 4.4040 -1.3697 3.0552 -0.40 -0.17 -0.41
H 5.8873 0.3071 4.0309 0.05 -0.24 -0.18
H 5.5039 2.7101 3.5253 -0.08 0.07 0.04
H 3.8047 3.3237 2.0093 -0.51 -0.14 -0.44
N -5.4489 -0.1898 -1.1438 0.34 0.30 0.15
C -4.2097 -0.3181 -0.6718 -0.09 -0.56 -0.12
C -3.4759 -1.4876 -0.8124 0.53 0.78 -0.35
C -3.9723 -2.5080 -1.6017 0.01 -0.63 -0.28
C -5.2284 -2.3738 -2.1651 -0.21 0.55 0.93
C -5.9288 -1.2152 -1.8324 -0.52 -0.03 -0.83
H -3.7433 0.5341 -0.1905 -0.27 0.06 0.21
H -2.4589 -1.4559 -0.4443 -0.04 -0.44 0.15
H -3.4018 -3.4060 -1.8106 0.14 0.06 0.17
H -5.7138 -3.1408 -2.7488 0.16 -0.04 -0.12
H -6.9255 -1.0681 -2.2409 -0.02 -0.07 0.15
N 0.5057 2.7271 2.5343 0.16 1.11 1.05
C -0.4063 2.0148 3.1928 -0.47 -1.26 -0.51
C -0.8317 2.2801 4.4781 0.46 0.51 0.51
C -0.2118 3.3144 5.1540 0.13 0.55 0.49
C 0.7582 4.0805 4.5191 -0.49 -0.25 -0.42
C 1.0071 3.7851 3.2000 1.19 -0.22 -0.28
H -0.7695 1.1317 2.6746 -0.06 0.11 -0.14
H -1.5511 1.6796 5.0131 -0.12 -0.19 -0.35
H -0.4575 3.5570 6.1812 -0.10 -0.22 0.00
H 1.3120 4.8752 4.9945 -0.16 0.07 0.12
H 1.7896 4.3333 2.6836 -0.19 0.14 -0.09

---

[2]
95
Properties=species:S:1:pos:R:3:forces:R:3 method="wB97M-V/def2-TZVPD" lumo_energy_ha="-0.092 / -0.148" homo_energy_ev="-10.36 / -10.30" spin_multiplicity=6 charge=+1 s_squared=8.761
Fe 0.2043 0.0038 -0.5759 -1.07 1.14 -1.46
N 1.8696 -1.5498 -1.2104 0.06 -0.02 -0.01
N 3.1699 -1.2783 -1.6509 0.05 -0.05 -0.05
C 3.5745 0.0122 -1.7695 -0.05 0.14 0.15
N 4.7059 0.2643 -2.4199 0.02 -0.08 -0.03
N 2.7824 0.8489 -1.1423 -0.21 0.53 0.35
N 2.9884 2.1875 -1.2336 0.37 0.10 -0.14
O 2.2855 2.8642 -0.5089 -0.04 -0.06 -0.04
O 3.8203 2.6687 -2.0007 -0.01 -0.08 0.04
H 1.8870 -2.2496 -0.4787 0.01 0.01 0.03
H 1.3148 -1.8933 -1.9906 0.01 -0.14 0.00
H 3.7092 -2.0166 -2.0724 -0.11 -0.04 -0.07
H 5.2356 -0.4671 -2.8599 -0.03 0.00 -0.02
H 4.9522 1.2357 -2.5480 0.00 0.00 0.01
Cl -1.3670 4.8504 -5.9542 0.00 0.00 -0.01
C -0.8301 3.5922 -4.8919 0.02 -0.08 -0.01
C -0.2464 2.4326 -5.4265 -0.02 0.10 0.02
C 0.1823 1.4245 -4.6043 0.06 -0.18 0.09
C 0.0686 1.5158 -3.1968 -0.09 0.19 -0.26
O 0.5423 0.5605 -2.4592 0.19 -0.73 0.46
C -0.5284 2.6897 -2.6786 -0.03 -0.21 -0.03
C -0.7087 2.8678 -1.2758 -0.06 0.11 -0.06
O -0.4149 2.0673 -0.3859 0.25 -0.27 0.22
C -0.9733 3.7117 -3.5398 -0.03 0.09 0.05
H -0.1335 2.3497 -6.4996 -0.02 -0.03 0.00
H 0.6199 0.5220 -5.0116 0.03 0.04 -0.04
H -1.1709 3.8168 -0.9676 0.07 -0.01 0.09
H -1.4320 4.5979 -3.1178 0.02 0.00 0.01
C -0.9544 -2.9838 -2.9525 0.02 -0.15 0.07
C -1.1106 -3.7725 -1.6475 0.27 0.30 -0.03
C 0.1348 -4.5748 -1.2761 -0.29 -0.11 0.04
C -1.5699 -2.8423 -0.5110 -0.05 -0.07 -0.04
C -2.2622 -3.6005 0.6211 -0.01 -0.03 -0.12
O -1.5773 -3.1699 1.8043 -0.01 0.07 0.03
C -0.5942 -2.3426 1.4489 -0.08 -0.02 -0.01
N -0.4773 -2.0840 0.1900 0.03 0.14 -0.01
C 0.2079 -1.9448 2.6400 0.15 0.09 0.15
C 0.2429 -2.9314 3.6410 0.04 0.01 -0.14
C 0.9296 -2.7414 4.8205 0.00 -0.06 0.04
C 1.5779 -1.5396 5.0515 0.07 0.03 0.07
C 1.5476 -0.5555 4.0861 -0.11 0.04 -0.06
C 0.8832 -0.7346 2.8692 -0.34 -0.08 -0.15
P 1.0776 0.6570 1.6804 0.47 -0.59 0.33
C 2.9131 0.6841 1.7726 -0.04 0.08 -0.09
C 3.6816 1.8188 1.9909 -0.08 0.00 -0.03
C 5.0696 1.7344 1.9830 0.04 0.00 0.01
C 5.6983 0.5183 1.7753 -0.01 0.00 -0.01
C 4.9343 -0.6275 1.5826 -0.01 -0.02 -0.03
C 3.5545 -0.5414 1.5754 0.00 0.08 -0.03
C 0.3998 2.0899 2.5569 -0.14 -0.02 -0.10
C 0.7653 3.3951 2.2236 0.03 -0.03 -0.13
C 0.1814 4.4666 2.8772 -0.02 0.02 -0.01
C -0.7870 4.2533 3.8486 0.00 -0.01 0.02
C -1.1723 2.9612 4.1645 -0.04 0.00 0.00
C -0.5890 1.8846 3.5162 0.08 -0.04 0.06
H -0.4365 -3.5730 -3.7107 0.01 0.02 0.00
H -0.4211 -2.0424 -2.8045 0.02 0.06 -0.06
H -1.9303 -2.7107 -3.3541 0.00 0.06 0.03
H -1.9289 -4.4836 -1.7962 -0.02 0.01 0.02
H 0.9557 -3.9213 -0.9949 0.11 -0.06 -0.05
H 0.4494 -5.2000 -2.1110 0.03 0.00 0.01
H -0.0561 -5.2328 -0.4254 0.04 0.00 0.01
H -2.2510 -2.1205 -0.9473 -0.02 0.01 -0.02
H -2.1541 -4.6826 0.5386 0.04 0.00 0.04
H -3.3151 -3.3500 0.7237 -0.01 0.04 0.06
H -0.2728 -3.8630 3.4695 0.00 -0.01 0.05
H 0.9544 -3.5293 5.5609 -0.02 0.00 0.00
H 2.1169 -1.3737 5.9748 -0.03 0.02 0.01
H 2.0561 0.3825 4.2694 0.01 0.00 0.00
H 3.2111 2.7748 2.1627 0.04 0.00 0.02
H 5.6602 2.6265 2.1443 -0.02 0.01 0.01
H 6.7786 0.4583 1.7740 0.00 0.00 0.01
H 5.4169 -1.5872 1.4465 0.00 0.00 -0.01
H 2.9617 -1.4383 1.4297 0.05 -0.04 0.05
H 1.4798 3.5791 1.4346 -0.05 0.01 0.00
H 0.4744 5.4740 2.6124 0.01 0.00 0.01
H -1.2497 5.0929 4.3499 0.02 0.01 0.00
H -1.9351 2.7846 4.9105 -0.03 0.00 -0.02
H -0.9058 0.8822 3.7685 -0.01 -0.05 0.04
O -1.7264 -0.0048 -1.4652 0.52 -0.06 0.76
C -2.5717 0.1153 -0.5113 -0.39 0.09 0.13
N -2.1493 0.1917 0.7306 0.14 -0.24 -0.06
S -3.2379 0.2466 1.9817 0.10 0.01 0.03
O -3.8224 1.5706 2.0338 -0.01 0.09 0.00
O -4.4201 -0.7780 1.3561 0.08 -0.01 0.09
C -4.8824 -0.4443 0.1122 -0.07 0.05 -0.17
C -6.2111 -0.6780 -0.2062 -0.04 -0.03 0.09
C -6.6625 -0.3725 -1.4777 0.02 -0.03 0.01
C -5.8014 0.1621 -2.4339 0.01 0.05 0.00
C -4.4733 0.3690 -2.1177 -0.01 -0.07 -0.02
C -4.0049 0.0624 -0.8408 0.16 -0.13 -0.16
H -6.8661 -1.0977 0.5454 -0.01 0.04 0.00
H -7.6993 -0.5556 -1.7270 0.00 0.02 -0.01
H -6.1699 0.4038 -3.4212 0.00 0.01 0.00
H -3.7730 0.7564 -2.8465 -0.01 -0.02 -0.02

---

[3]
10
Properties=species:S:1:pos:R:3:forces:R:3 method="wB97M-V/def2-TZVPD" lumo_energy_ha="-0.040 / -0.040" homo_energy_ev="-9.15 / -9.15" spin_multiplicity=1 smiles="CC(=O)C=C=S" charge=0
C 0.3453 -0.3001 0.0863 1.81 -4.89 1.65
C -1.0531 -0.9861 -0.0359 0.79 5.07 -0.17
O -1.3634 -2.0945 -0.1582 -0.25 -3.12 -0.06
C -2.0341 0.2137 -0.0807 2.11 0.55 0.42
C -3.3016 0.1957 -0.0444 -8.28 -1.36 0.25
S -5.0909 -0.0432 0.0194 6.61 0.98 -0.26
H 1.1346 -1.0605 -0.3394 -1.38 1.59 0.72
H 0.3967 0.6179 -0.3923 0.03 1.54 -0.96
H 0.6298 -0.1797 1.1897 -0.59 -0.09 -1.43
H -1.4716 1.1590 0.0017 -0.85 -0.27 -0.15

---

[4]
75
Properties=species:S:1:pos:R:3:forces:R:3 method="wB97M-V/def2-TZVPD" lumo_energy_ha=0.005 homo_energy_ev=-9.50 spin_multiplicity=1 smiles=CC(C)O.CC(C)O.CC(C)O.CC(C)O.CC(C)O.CC(C)O.O charge=0
C -8.0591 12.3885 -8.9146 0.68 -0.39 -0.66
C -9.1064 13.4502 -8.7386 -0.93 -0.04 1.17
C -10.1070 13.5005 -9.8786 0.41 0.49 -0.21
O -9.8322 13.1284 -7.5282 0.27 -0.15 0.06
H -7.2411 12.3797 -8.1924 -0.41 0.23 0.44
H -7.5282 12.5341 -9.8625 -0.31 -0.07 -0.14
H -8.5197 11.3989 -8.9202 0.00 0.01 -0.03
H -8.6273 14.4249 -8.6096 -0.04 0.04 -0.10
H -9.5092 13.6782 -10.7800 -0.58 -0.17 -0.24
H -10.8137 14.3242 -9.7506 0.25 0.22 0.07
H -10.7460 12.6190 -9.9128 0.44 -0.36 -0.17
H -10.2349 13.9306 -7.1737 0.32 0.17 -0.24
C -6.6975 16.9292 -9.8731 0.64 0.43 0.86
C -7.2029 17.0026 -11.3037 -0.01 0.10 0.13
C -6.2546 16.3935 -12.3219 -0.11 -0.44 0.22
O -8.4827 16.3878 -11.4409 0.20 0.28 0.35
H -5.6055 16.9981 -9.8089 -0.03 -0.08 -0.27
H -6.9754 16.0377 -9.3101 -0.16 -0.22 -0.38
H -7.0267 17.7834 -9.2692 -0.29 -0.08 -0.12
H -7.3034 18.0742 -11.5324 -0.01 -0.07 -0.21
H -5.3957 17.0428 -12.4893 -0.17 0.16 -0.26
H -6.8337 16.1916 -13.2227 0.29 0.24 -0.22
H -5.8237 15.4396 -12.0032 -0.28 -0.04 0.22
H -9.0573 16.7960 -10.7665 -0.09 -0.36 -0.38
C -14.6122 16.0671 -10.7432 -1.03 -0.03 -0.33
C -14.6395 14.5605 -10.6013 0.01 -0.86 0.26
C -15.1180 14.1110 -9.2180 0.65 0.15 -0.26
O -15.5240 14.0609 -11.6125 -0.07 0.35 -0.06
H -14.6589 16.3271 -11.8015 0.42 0.06 0.01
H -13.8109 16.5894 -10.2279 0.20 -0.20 0.03
H -15.5617 16.4326 -10.3348 0.12 0.11 0.08
H -13.6684 14.0756 -10.7713 0.19 0.48 -0.01
H -14.9287 13.0430 -9.0991 -0.20 -0.04 0.07
H -16.1766 14.3279 -9.0895 -0.01 0.06 0.07
H -14.5132 14.6264 -8.4662 -0.22 -0.03 0.13
H -15.4923 13.1008 -11.5985 -0.01 -0.03 0.04
C -9.7210 19.7606 -7.8676 -0.43 0.15 0.92
C -11.1735 20.2169 -7.9395 -0.12 0.10 -0.13
C -11.3365 21.6280 -8.4671 -0.73 0.33 0.27
O -11.9084 19.2808 -8.7559 0.20 0.04 -0.06
H -9.3019 19.4438 -8.8195 -0.11 0.01 -0.11
H -9.6578 18.9711 -7.1176 0.20 -0.34 -0.33
H -9.1232 20.5746 -7.4546 0.06 0.06 -0.21
H -11.6362 20.1654 -6.9460 0.30 0.09 0.07
H -10.8931 21.7727 -9.4510 0.17 0.01 0.07
H -10.9773 22.3575 -7.7373 0.48 -0.11 -0.18
H -12.3992 21.8967 -8.5317 0.00 -0.26 -0.22
H -12.8344 19.5446 -8.7538 0.02 -0.07 -0.07
C -11.3774 20.1080 -12.6769 0.06 0.45 -0.23
C -11.1901 21.6118 -12.8092 0.13 0.34 0.29
C -9.7747 22.0598 -12.4726 0.53 -0.74 -0.05
O -11.4936 22.0335 -14.1540 -0.34 -0.15 0.79
H -10.8108 19.6535 -13.4906 0.09 -0.31 0.25
H -12.4307 19.8501 -12.8059 0.01 -0.08 0.05
H -11.0455 19.7812 -11.6902 0.05 -0.23 -0.10
H -11.8808 22.0954 -12.1044 -0.03 0.19 -0.15
H -9.5281 23.0518 -12.8411 -0.20 0.06 -0.06
H -9.0601 21.3412 -12.8899 -0.03 0.19 -0.32
H -9.5430 22.0174 -11.4049 -0.42 0.14 0.06
H -12.4520 21.9189 -14.1960 0.16 0.12 -0.49
C -12.3489 15.7695 -6.8003 -0.09 0.31 0.10
C -11.0774 16.3883 -6.1988 -0.08 -0.33 -1.10
C -10.7202 15.8554 -4.8318 -0.12 0.25 -0.08
O -9.9658 16.0912 -7.0639 -0.05 0.35 0.24
H -12.2080 14.7685 -7.2110 0.15 -0.20 0.45
H -12.6887 16.3525 -7.6610 0.02 0.21 0.12
H -13.1371 15.7825 -6.0431 -0.11 -0.18 -0.17
H -11.2658 17.4684 -6.1876 0.27 0.10 0.25
H -11.5272 16.0785 -4.1328 -0.06 -0.29 0.02
H -9.8240 16.3287 -4.4322 0.10 -0.01 -0.18
H -10.5403 14.7838 -4.9215 -0.09 -0.05 0.26
H -10.1323 16.4695 -7.9418 -0.12 -0.18 0.00
O -10.7493 17.0211 -9.8716 -0.20 0.53 0.45
H -11.1217 17.8553 -9.4980 0.04 -0.41 -0.32
H -11.4696 16.6219 -10.3738 0.15 -0.03 -0.01